Record 1
{
  "formula": "C22H30F15MgO11",
  "method": "ωB97M-V/def2-TZVPD",
  "de_lowest_ev": 0.000,
  "total_charge": 1,
  "homo_energy_ev": -10.826,
  "symbols": ["Mg", "F", "F", "F", "F", "F", "F", "F", "F", "F", "F", "F", "F", "F", "F", "F", "O", "O", "O", "O", "O", "O", "O", "O", "O", "O", "O", "C", "C", "C", "C", "C", "C", "C", "C", "C", "C", "C", "C", "C", "C", "C", "C", "C", "C", "C", "C", "C", "C", "H", "H", "H", "H", "H", "H", "H", "H", "H", "H", "H", "H", "H", "H", "H", "H", "H", "H", "H", "H", "H", "H", "H", "H", "H", "H", "H", "H", "H", "H"],
  "coordinates": [[0.77529, -0.31128, 1.58615], [3.57309, 2.44702, -1.05292], [-2.20818, -2.10023, 4.43914], [-4.48007, 5.46624, -3.83192], [-3.40680, 5.32107, -5.70726], [1.28249, 4.49257, 3.82624], [1.75130, -4.96687, 2.62316], [-1.36211, -1.39946, 6.31991], [-1.81650, 0.01012, 4.74797], [-0.11672, -4.17954, 1.85978], [1.08156, -5.47673, 0.61226], [4.70736, 0.78303, -1.85596], [3.53682, 2.04841, -3.17146], [2.50233, 3.60775, 2.26583], [-5.57168, 5.36255, -5.68708], [1.97826, 2.44780, 4.02476], [1.92241, 0.38927, -0.62335], [0.34463, 1.72362, 1.89336], [1.94601, 0.02499, -2.85166], [0.37889, -0.74408, 3.45361], [-4.38865, 2.89609, -3.77800], [0.70021, -2.27630, 5.05218], [1.44456, -2.18124, 1.10856], [-0.90897, -0.61695, 0.75761], [-0.66324, 3.61892, 2.37642], [2.96251, -3.64256, 0.37990], [-4.57920, 2.72628, -5.99922], [-2.42509, -2.29021, -0.19054], [-1.41335, 3.41717, 0.04804], [0.32573, 2.82042, 2.40106], [-4.25318, 1.49419, -3.63869], [-1.77873, 3.29397, 1.50906], [2.36317, 0.54991, -1.74072], [-4.53418, 3.36893, -5.00498], [-4.50194, 4.91732, -5.02615], [3.57378, 1.48840, -1.96626], [1.53015, 3.39010, 3.17638], [0.72435, -0.79521, -2.83139], [4.55329, -3.23742, -1.37306], [2.09522, -2.44727, 4.76459], [0.17289, -0.78473, -4.25094], [3.71698, -2.59699, -0.29857], [-2.20990, -0.97098, 0.54513], [-1.38718, -1.20948, 5.01518], [1.11052, -4.51737, 1.52199], [1.89285, -3.29940, 0.99201], [-2.78637, 1.11271, -3.70170], [0.02018, -1.38733, 4.41834], [2.99365, -1.64982, 5.69566], [0.78300, -1.34487, -4.95249], [-4.65343, 1.20564, -2.67164], [1.05538, -1.80195, -2.57664], [-0.75910, 2.59167, -0.23306], [2.39234, -2.28806, 3.72358], [4.02669, -1.93926, 5.49907], [3.99468, -3.84194, -2.08446], [-0.81923, -1.21940, -4.13223], [-2.73548, -0.16260, -0.00593], [2.76124, -1.89613, 6.72733], [-2.33590, 1.32098, -4.66928], [2.94558, -0.58939, 5.44616], [-3.48605, -2.54202, -0.20590], [-2.28490, 1.63547, -2.88133], [-2.15319, -2.16661, -1.24339], [-2.57448, 3.97092, 1.79656], [-2.09480, 2.26883, 1.71579], [2.96312, -1.97608, -0.78596], [0.03635, 0.22859, -4.62543], [-4.77561, 0.96371, -4.43363], [-0.90227, 4.36126, -0.13911], [4.28953, -1.96518, 0.37585], [-0.00316, -0.39765, -2.12920], [-2.63026, 0.05603, -3.48460], [-2.80490, -1.03181, 1.48184], [5.09110, -2.46030, -1.92297], [5.35224, -3.88017, -0.99089], [2.29292, -3.51487, 4.88132], [-2.32313, 3.36326, -0.54596], [-1.81671, -3.08551, 0.23415]]
}


Record 2
{
  "formula": "C3H2N2S2",
  "method": "ωB97M-V/def2-TZVPD",
  "de_lowest_ev": 2.270,
  "homo_energy_ev": -9.675,
  "symbols": ["S", "S", "N", "N", "C", "C", "C", "H", "H"],
  "coordinates": [[-1.89088, 2.91008, -0.76244], [2.01750, -2.19114, 1.14076], [-0.32005, -0.09102, -2.69275], [-0.41012, 1.06049, 1.54706], [-0.51781, 1.27965, 0.41627], [-0.53815, 0.70855, -1.92462], [-0.91387, 1.58313, -0.89727], [0.85901, -2.45713, 0.71899], [1.71437, -2.80261, 2.45398]]
}


Record 3
{
  "formula": "C34H33GeIMnN5O3S",
  "method": "ωB97M-V/def2-TZVPD",
  "de_lowest_ev": 14.977,
  "total_charge": 1,
  "multiplicity": 2,
  "homo_energy_ev": [-9.856, -10.493],
  "s_squared": 1.16,
  "symbols": ["I", "Ge", "Mn", "S", "O", "O", "O", "N", "N", "N", "N", "N", "C", "C", "C", "C", "C", "C", "C", "C", "C", "C", "C", "C", "C", "C", "C", "C", "C", "C", "C", "C", "C", "C", "C", "C", "C", "C", "C", "C", "C", "C", "C", "C", "C", "C", "H", "H", "H", "H", "H", "H", "H", "H", "H", "H", "H", "H", "H", "H", "H", "H", "H", "H", "H", "H", "H", "H", "H", "H", "H", "H", "H", "H", "H", "H", "H", "H", "H"],
  "coordinates": [[2.44254, 5.23852, 1.99441], [-1.51810, -2.45337, -1.13529], [0.87915, 2.20865, 1.88636], [0.36356, 0.77379, 3.58157], [-0.61880, 1.00138, 1.71654], [-1.09367, 1.73928, -0.35847], [1.44189, 0.70079, 1.94952], [1.71354, 3.25980, 0.52177], [-1.66962, 2.35432, 2.46785], [-0.74656, 2.84215, 1.63216], [-2.20552, 0.96351, 4.22733], [2.88546, 2.30310, 2.11387], [-1.92796, 4.54655, 0.31744], [0.36670, -2.10783, -1.46388], [-2.27318, -2.92306, -2.87986], [4.99989, 1.17561, 2.38508], [-1.16511, -3.21921, 1.65044], [-1.93144, -5.88102, 1.38103], [3.62309, 1.18319, 2.22735], [1.21953, -1.63536, -0.47878], [0.75228, 4.91121, -0.97688], [-1.34897, 0.97050, 0.55233], [-1.16879, -4.06175, 2.76356], [-3.46495, -4.36740, -4.43241], [-1.21633, 1.40040, 3.39571], [3.07654, -1.67033, -2.03212], [4.93419, 3.56981, 2.31793], [-2.69817, -0.89436, -0.76337], [-2.66470, -2.21931, -5.17919], [-1.55293, -3.69075, 0.38525], [-2.14843, -1.97217, -3.90670], [-0.72512, 3.74839, 0.72797], [5.66379, 2.39288, 2.43006], [2.57094, -1.41454, -0.76251], [0.89446, -2.37630, -2.74165], [2.90718, 3.47678, -0.06465], [-1.55451, -5.39308, 2.62978], [0.63374, 3.98898, 0.05396], [2.00529, 5.10430, -1.55542], [-2.55297, 0.05532, 0.46922], [3.09795, 4.38015, -1.09531], [-1.92932, -5.03775, 0.26703], [2.23765, -2.15417, -3.02052], [3.55922, 3.47782, 2.16293], [-3.32143, -3.41904, -5.44331], [-2.94734, -4.12194, -3.15756], [-0.86044, -2.19534, 1.79107], [-0.87078, -3.68050, 3.73192], [-2.20613, -5.46694, -0.67133], [-2.55574, -1.47834, -5.96061], [-1.73639, 5.61179, 0.46933], [-1.95203, 0.19373, 4.83506], [-3.72388, -3.61152, -6.42930], [5.43773, 4.52886, 2.35234], [-0.09346, 5.47929, -1.34208], [-2.68050, -0.26009, -1.67100], [3.72805, 2.88873, 0.32666], [-2.80577, 4.26907, 0.90469], [0.86374, -1.44271, 0.51360], [2.62817, -2.36268, -4.00829], [2.12916, 5.81904, -2.36399], [-3.98337, -5.29572, -4.63532], [3.06453, 0.26196, 2.19023], [-1.55598, -6.04763, 3.49175], [5.54021, 0.23991, 2.47141], [4.12410, -1.49825, -2.24462], [-3.10139, -4.87384, -2.41420], [4.08137, 4.51531, -1.53091], [-3.43092, 0.73170, 0.41395], [-3.70911, -1.34005, -0.67678], [-1.64164, -1.03306, -3.72231], [-2.15168, 4.35911, -0.73633], [-2.22240, -6.91813, 1.27341], [6.74220, 2.42612, 2.55285], [-2.63634, -0.52782, 1.40463], [-2.57481, 2.79458, 2.54941], [0.26892, -2.76468, -3.53054], [-3.16222, 0.97489, 3.90481], [3.22212, -1.05121, -0.00010]]
}


Record 4
{
  "formula": "C16H23N3O2S",
  "method": "ωB97M-V/def2-TZVPD",
  "de_lowest_ev": 1.585,
  "smiles": "CCCCOC[C@H](O)CCc1n[nH]c(=S)n1-c1ccccc1",
  "homo_energy_ev": -7.762,
  "symbols": ["S", "O", "O", "N", "N", "N", "C", "C", "C", "C", "C", "C", "C", "C", "C", "C", "C", "C", "C", "C", "C", "C", "H", "H", "H", "H", "H", "H", "H", "H", "H", "H", "H", "H", "H", "H", "H", "H", "H", "H", "H", "H", "H", "H", "H"],
  "coordinates": [[5.74725, 1.13947, -0.69809], [1.18618, 1.38211, -1.44778], [-2.33430, 0.84005, -0.78017], [3.33694, 0.67103, 0.47965], [3.95649, 2.73677, 0.51074], [2.75067, 2.69286, 1.11939], [2.38617, 1.45353, 1.09663], [-3.48132, 0.44077, -1.50034], [3.48162, -1.18110, -1.06461], [3.30243, -0.71463, 0.23258], [4.35315, 1.51559, 0.07614], [-5.84734, -0.29247, 1.49090], [3.24487, -3.43502, -0.27343], [-4.70025, 0.55286, -0.59228], [3.11502, -1.60901, 1.27951], [0.01692, 1.26772, -0.67421], [1.08195, 0.97449, 1.62164], [0.20322, 0.34383, 0.53501], [3.07948, -2.96694, 1.01968], [-1.15577, 0.78091, -1.53730], [-4.63919, -0.43063, 0.57384], [3.45317, -2.54171, -1.31107], [2.93375, -3.66170, 1.83310], [-3.35883, -0.59697, -1.85059], [0.57883, 1.84608, 2.04113], [-5.78619, -1.00091, 2.31351], [3.59710, -2.90388, -2.31776], [-4.59218, -1.45022, 0.18397], [-4.74705, 1.57147, -0.20487], [1.23877, 0.24737, 2.42078], [-3.72453, -0.24422, 1.13805], [3.65809, -0.47757, -1.86345], [-5.59604, 0.36862, -1.18826], [3.01627, -1.24359, 2.29048], [-6.76721, -0.48248, 0.94196], [4.44105, 3.60614, 0.36550], [1.39523, 0.51912, -1.82773], [-0.78143, 0.13805, 0.95372], [-1.23444, 1.41799, -2.43209], [3.22235, -4.49616, -0.46990], [0.63968, -0.60095, 0.19809], [-0.96605, -0.25492, -1.87357], [-5.89809, 0.71161, 1.90551], [-3.60601, 1.08385, -2.38574], [-0.20040, 2.28277, -0.32826]]
}